# 1
This record from the Open Molecules 2025 dataset describes a molecular structure, C17H36AgBr3Cl6O10P2. The level of theory is ωB97M-V with the def2-TZVPD basis set.

## Properties
expectation value of S²: 0.758
gap between HOMO and LUMO (alpha / beta): 10.0 / 5.9 eV
2S+1: 2
HOMO energy (alpha / beta): -12.55 / -12.55 eV
lowest unoccupied orbital energy (alpha / beta): -2.57 / -6.61 eV
total charge: +1

Structure (XYZ):
```
75
Properties=species:S:1:pos:R:3:forces:R:3:mulliken_charge:R:1
Ag -8.468658 10.921382 -6.473402 -0.2 -0.1 0.4 0.70
C -7.516967 6.867523 -6.970654 0.1 -0.5 -0.5 -1.11
C -7.803897 8.216814 -6.458211 0.6 -0.1 -0.2 1.25
O -8.977468 8.592419 -6.104519 0.2 0.0 -0.1 -0.31
O -6.936726 9.112797 -6.433221 -0.3 0.0 0.0 -0.65
H -8.320977 6.155893 -6.800062 0.0 0.0 0.2 0.15
H -6.559333 6.491387 -6.617699 -0.1 0.1 0.4 0.41
H -7.359975 6.947332 -8.051511 -0.3 0.2 0.0 0.22
C -11.164316 5.825879 -4.638021 -0.2 0.1 -0.1 1.06
Br -12.346022 5.070451 -5.952175 0.0 0.0 -0.1 -0.05
Br -10.251196 4.452875 -3.683665 0.2 -0.1 0.1 -0.06
Br -12.118534 7.008039 -3.459478 0.0 0.1 0.1 -0.04
H -10.445329 6.445718 -5.155341 0.1 -0.1 0.0 -1.04
C -13.378818 8.444383 -7.534057 0.0 -0.6 1.0 -1.30
C -11.929660 8.773218 -7.239799 -0.6 0.1 0.1 0.80
O -11.083170 8.631175 -8.393349 0.2 -0.3 0.2 0.34
P -10.444180 9.826735 -9.169893 -0.5 0.2 -0.3 0.55
O -9.568696 10.700645 -8.351099 0.2 0.3 0.2 -0.55
O -9.761674 9.146714 -10.390577 0.4 0.2 0.2 -0.27
C -8.364347 8.720330 -10.318148 -0.5 -0.6 -0.6 0.46
C -7.799714 8.853692 -11.710591 0.4 0.4 0.4 -1.53
O -11.621197 10.601353 -9.845028 -0.1 0.1 0.0 -0.34
C -12.116307 11.886176 -9.382234 0.1 0.0 -0.1 -0.10
C -13.493893 12.058734 -9.943203 -0.2 -0.2 -0.4 -1.21
H -13.888248 9.041254 -8.283213 0.2 0.2 0.0 0.25
H -13.538267 7.385175 -7.741082 0.3 0.0 -0.4 0.25
H -13.837913 8.557760 -6.543356 -0.4 0.3 -0.3 0.42
H -11.872606 9.765888 -6.780844 0.3 0.1 -0.4 0.25
H -11.569423 8.091456 -6.471414 0.2 -0.1 -0.2 -0.54
H -7.832922 9.326369 -9.588879 0.0 0.0 0.1 0.28
H -8.406321 7.665552 -10.038542 0.1 0.1 0.2 -0.18
H -7.608860 9.908830 -11.910870 -0.2 0.0 -0.3 0.41
H -6.834411 8.351013 -11.774767 0.0 -0.1 0.0 0.38
H -8.488278 8.424632 -12.431565 0.0 0.0 -0.1 0.31
H -12.128146 11.888497 -8.292745 0.1 0.1 0.0 0.24
H -11.449627 12.656081 -9.767925 0.1 0.0 0.2 0.32
H -13.954933 12.962963 -9.552249 -0.1 0.0 0.1 0.39
H -13.453712 12.140744 -11.029794 0.0 0.0 0.0 0.32
H -14.093911 11.175655 -9.721287 -0.2 0.2 0.2 0.25
C -9.550796 13.927612 -1.557289 -0.3 0.8 -0.4 -1.25
C -8.769688 13.268472 -2.656116 0.3 -0.7 -0.1 0.02
O -7.997631 12.176867 -2.067391 -0.6 0.3 0.0 -0.25
P -7.390788 11.038304 -2.946162 0.3 0.2 0.5 -0.64
O -8.010140 10.888697 -4.274718 -0.6 0.1 -0.6 0.85
O -5.865221 11.331562 -2.992239 0.5 0.2 -0.4 -0.30
C -5.155657 11.399437 -4.252806 0.1 -0.1 -0.3 0.19
C -5.335257 12.760261 -4.897566 0.0 0.4 0.9 -1.00
O -7.453191 9.788164 -2.026501 -0.1 -0.5 0.0 -0.19
C -8.580314 8.881115 -2.060276 -0.3 0.0 0.3 0.58
C -8.306455 7.752105 -1.102891 0.5 -0.4 -0.8 -1.29
H -9.797386 14.945495 -1.877418 0.0 -0.1 0.0 0.38
H -10.502751 13.424622 -1.406124 0.1 -0.2 0.3 0.31
H -8.978485 14.022654 -0.639682 0.0 -0.2 0.1 0.32
H -9.430554 12.818694 -3.398419 0.0 0.1 0.0 0.20
H -8.072734 13.923906 -3.179412 0.0 0.2 0.2 0.26
H -4.123472 11.195442 -3.982866 0.1 0.1 -0.1 0.36
H -5.495093 10.613230 -4.930367 -0.1 -0.1 0.2 -0.08
H -6.396415 13.014688 -4.946999 0.0 -0.1 -0.3 0.11
H -4.898734 13.526077 -4.248858 0.1 -0.1 -0.1 0.32
H -4.868248 12.841000 -5.875578 0.0 -0.2 -0.1 0.37
H -9.490345 9.414972 -1.777907 0.0 0.1 -0.1 0.31
H -8.711961 8.487760 -3.069170 0.1 0.2 -0.1 -0.26
H -8.905638 6.904812 -1.437260 -0.4 0.0 0.5 0.30
H -7.282678 7.411918 -1.276873 0.1 0.1 0.3 0.29
H -8.455675 8.019691 -0.064287 -0.1 -0.1 0.1 0.38
C -5.408463 4.656138 -3.479850 -0.4 0.0 -0.2 -0.03
Cl -3.979008 4.479009 -4.473192 0.1 0.0 0.0 -0.12
Cl -6.270344 6.161318 -3.902322 0.1 0.1 0.2 -0.03
Cl -5.048558 4.582268 -1.772192 0.1 0.1 0.1 -0.11
H -6.108169 3.864632 -3.712335 0.1 -0.1 0.0 0.27
C -10.408349 4.622939 -10.539573 0.1 0.3 0.5 -0.05
Cl -10.602106 2.889745 -10.485352 0.0 -0.1 0.0 -0.11
Cl -9.204464 5.115069 -11.717644 0.0 0.0 -0.1 -0.12
Cl -9.967795 5.254439 -8.919888 0.0 -0.1 -0.2 -0.02
H -11.353764 5.090522 -10.776684 0.0 -0.1 -0.2 0.28
```
Forces are in eV/Å.

=====

# 2
This record from the Open Molecules 2025 dataset describes a molecular structure, C38H28N3NiO2P. The level of theory is ωB97M-V with the def2-TZVPD basis set.

## Properties
relative energy (zero: lowest compared OMol25 entry of this formula, charge and spin): 0.00 kcal/mol
gap between HOMO and LUMO (alpha / beta): 7.3 / 7.3 eV
HOMO energy (alpha / beta): -7.51 / -7.51 eV
lowest unoccupied orbital energy (alpha / beta): -0.25 / -0.25 eV
total charge: 0

Structure (XYZ):
```
73
Properties=species:S:1:pos:R:3:forces:R:3:mulliken_charge:R:1
Ni -0.248037 0.459697 0.886134 0.0 0.0 0.2 -0.09
C 5.316369 -1.468620 0.365346 0.1 0.0 0.0 -0.52
C 4.873770 -1.534278 -0.948131 0.0 0.0 0.0 -0.72
C 3.630682 -1.021505 -1.288053 0.1 0.0 0.0 -0.29
C 2.827509 -0.440681 -0.311517 -0.1 0.0 0.2 0.75
C 3.272384 -0.378534 1.009920 0.0 -0.1 -0.1 -0.74
C 4.517070 -0.892835 1.341975 0.0 0.0 0.0 -0.77
P 1.232959 0.353824 -0.653612 0.1 -0.1 -0.4 2.15
C 0.619742 -0.468249 -2.162700 0.1 0.0 0.1 0.13
C 0.596807 -1.861904 -2.218187 0.0 0.0 0.0 -0.37
C -0.052723 -2.515873 -3.252122 0.0 0.0 -0.1 -0.80
C -0.687497 -1.783212 -4.246964 0.0 0.0 0.0 -0.63
C -0.656809 -0.396843 -4.206257 0.0 0.0 0.0 -0.76
C -0.007830 0.257503 -3.169211 -0.1 0.1 0.0 -0.70
C 1.603470 2.054122 -1.092895 -0.1 0.1 0.1 -0.22
C 2.498271 2.527941 -2.012811 0.0 0.0 0.0 -0.23
C 2.598692 3.920564 -2.211852 0.0 0.0 0.0 -0.94
C 1.802327 4.780005 -1.501709 0.0 0.0 0.0 -0.73
C 0.871297 4.306721 -0.546149 -0.1 0.2 0.0 1.02
C 0.019471 5.164862 0.195629 0.0 0.0 0.0 -0.90
C -0.857380 4.625740 1.090293 0.0 0.0 0.0 -1.05
C -0.919422 3.226140 1.315797 0.0 0.0 0.0 0.60
C -0.109900 2.341496 0.645486 0.1 0.2 0.0 -0.64
C 0.782746 2.917538 -0.323356 0.0 -0.2 0.0 0.11
H 6.286917 -1.870693 0.627853 0.0 0.0 0.0 0.40
H 5.497016 -1.983609 -1.710954 0.0 0.0 0.0 0.43
H 3.290885 -1.073950 -2.314546 0.0 0.0 0.0 0.43
H 2.632675 0.041356 1.779302 0.0 0.1 0.0 0.27
H 4.854090 -0.849087 2.369756 0.0 0.0 0.0 0.47
H 1.095372 -2.442743 -1.450476 0.0 0.0 0.1 0.42
H -0.065774 -3.598540 -3.281247 0.0 0.0 0.0 0.41
H -1.198834 -2.293322 -5.053261 0.0 0.0 0.0 0.42
H -1.140845 0.181790 -4.982714 0.0 0.0 0.0 0.43
H -0.002353 1.340814 -3.136387 0.0 0.0 0.0 0.39
H 3.125199 1.851415 -2.582039 0.0 0.0 0.0 0.49
H 3.306713 4.307817 -2.933477 0.0 0.0 0.0 0.42
H 1.881161 5.848826 -1.665983 0.0 0.0 0.0 0.39
H 0.071504 6.236298 0.041165 0.0 0.0 0.0 0.38
H -1.515827 5.277537 1.652653 0.0 0.0 0.0 0.45
H -1.637669 2.858068 2.036552 0.0 0.0 0.0 0.38
C -4.085028 0.596840 -1.509015 0.1 0.1 0.1 -1.01
C -2.961700 1.006529 -0.767626 0.0 -0.1 -0.1 -0.54
N -2.125519 0.153309 -0.223556 -0.2 0.0 -0.1 0.91
C -2.363945 -1.162380 -0.369161 0.1 0.1 0.1 -0.27
C -3.445653 -1.672094 -1.085641 -0.1 -0.2 -0.1 1.30
C -4.322383 -0.742451 -1.671589 0.0 0.0 0.0 -0.90
C -3.611919 -3.099770 -1.185705 0.1 0.1 0.0 -0.94
C -2.750832 -3.943402 -0.578143 0.1 0.1 0.1 -1.03
C -1.638507 -3.441221 0.188907 -0.1 -0.2 -0.1 1.14
C -0.722931 -4.271623 0.857054 -0.1 -0.1 0.0 -0.85
C 0.304528 -3.713077 1.570892 0.0 0.2 0.0 -1.22
C 0.430229 -2.314355 1.599953 -0.1 -0.2 0.0 0.00
N -0.410346 -1.521196 0.960716 0.0 0.0 0.0 0.85
C -1.445016 -2.063684 0.278962 0.0 0.1 0.0 0.01
H -4.742392 1.341089 -1.935990 0.0 0.0 0.0 0.45
H -2.737858 2.055106 -0.609045 0.0 0.0 0.0 0.47
H -5.175523 -1.093256 -2.239483 0.0 0.0 0.0 0.45
H -4.449035 -3.482088 -1.756459 0.0 0.0 0.0 0.43
H -2.880115 -5.016118 -0.650454 0.0 0.0 0.0 0.43
H -0.845767 -5.347176 0.808154 0.0 0.0 0.0 0.46
H 1.019494 -4.319026 2.108305 0.0 0.0 0.0 0.48
H 1.216109 -1.818915 2.154422 0.0 0.0 0.0 0.44
O -3.045279 0.853416 2.662702 0.1 0.0 0.0 -0.67
C -2.023907 0.708213 3.312981 -0.1 0.1 -0.1 0.03
C -1.978034 0.702270 4.834955 0.0 0.0 0.1 -0.64
C -0.519434 0.406530 5.153829 0.0 -0.1 0.0 -0.61
C 0.134759 0.315547 3.783029 0.2 0.1 -0.2 0.21
O 1.317824 0.040944 3.609411 -0.1 0.0 0.0 -0.66
N -0.767606 0.553995 2.790463 0.0 0.0 0.1 -0.13
H -2.684301 -0.035528 5.213338 0.0 0.0 0.0 0.33
H -2.313192 1.679401 5.184976 0.0 0.0 0.0 0.25
H -0.362848 -0.540410 5.671275 0.0 0.0 0.0 0.28
H -0.018071 1.178998 5.736314 0.0 0.0 0.0 0.30
```
Forces are in eV/Å.

=====

# 3
This record from the Open Molecules 2025 dataset describes a single C2H5N3O molecule. The level of theory is ωB97M-V with the def2-TZVPD basis set.

## Properties
relative energy (zero: lowest compared OMol25 entry of this formula, charge and spin): 35.28 kcal/mol
gap between HOMO and LUMO: 9.5 eV
HOMO energy: -8.76 eV
lowest unoccupied orbital energy: 0.73 eV
total charge: 0

Structure (XYZ):
```
11
Properties=species:S:1:pos:R:3:forces:R:3:mulliken_charge:R:1
N -2.128577 -0.017163 0.306352 -0.1 0.0 -0.1 -0.46
C -1.043727 -0.649432 -0.277277 -0.1 -0.2 -0.2 0.47
O -1.127239 -1.666397 -0.922227 0.0 0.5 0.4 -0.51
N 0.163436 0.009191 0.028755 -0.3 0.0 -0.1 -0.07
C 1.340304 -0.347292 -0.530613 -1.0 0.2 0.4 -0.46
N 2.338772 0.386262 -0.060035 0.8 -1.3 -0.9 -0.24
H -3.013045 -0.379902 -0.019220 0.1 0.0 0.1 0.26
H -2.102634 0.988036 0.412311 0.0 -0.2 0.0 0.22
H 0.112409 0.737266 0.744660 -0.1 -0.1 -0.1 0.25
H 3.156823 -0.136729 -0.378317 0.4 1.5 0.8 0.33
H 2.303480 1.076155 0.695612 0.3 -0.3 -0.2 0.20
```
Forces are in eV/Å.

=====

Q: Which largest force on an atom values were calculated for the entries above? A: 1.1 0.4 1.8, in eV/Å.